[1]
{
  "formula": "C22H51N4OP2Sm",
  "method": "ωB97M-V/def2-TZVPD",
  "species": ["Sm", "P", "P", "N", "C", "H", "H", "C", "H", "H", "C", "H", "H", "C", "H", "H", "C", "C", "H", "H", "H", "C", "C", "H", "H", "H", "C", "C", "H", "H", "H", "C", "C", "H", "H", "H", "C", "C", "H", "H", "H", "C", "H", "H", "H", "C", "H", "H", "H", "C", "H", "H", "H", "H", "H", "H", "H", "O", "H", "H", "C", "N", "C", "C", "N", "N", "C", "C", "H", "H", "H", "H", "H", "H", "H", "H", "H", "H", "H", "H", "H"],
  "coordinates": [[0.100, 0.255, 0.134], [-1.272, -1.639, -2.514], [0.138, 3.098, 0.458], [1.405, 1.068, -1.389], [0.351, -0.798, -2.996], [1.127, -1.557, -2.793], [0.251, -0.799, -4.094], [0.979, 0.623, -2.712], [1.904, 0.612, -3.324], [0.341, 1.393, -3.196], [2.143, 2.348, -1.441], [1.908, 2.877, -2.393], [3.238, 2.146, -1.456], [1.856, 3.264, -0.239], [2.035, 4.313, -0.507], [2.549, 3.023, 0.581], [0.169, 4.219, 1.925], [1.018, 3.613, 3.050], [2.045, 3.404, 2.731], [0.575, 2.681, 3.432], [1.065, 4.325, 3.885], [-0.891, 3.933, -0.832], [-2.373, 3.562, -0.687], [-2.937, 4.043, -1.498], [-2.794, 3.910, 0.265], [-2.540, 2.478, -0.765], [-1.866, -2.612, -3.941], [-2.965, -3.620, -3.588], [-3.376, -4.014, -4.530], [-3.804, -3.183, -3.035], [-2.581, -4.479, -3.024], [-0.861, -2.783, -1.111], [-2.079, -3.151, -0.245], [-1.741, -3.784, 0.588], [-2.821, -3.730, -0.809], [-2.578, -2.273, 0.185], [-2.772, -0.700, -1.956], [-0.653, 5.443, -0.857], [0.402, 5.693, -1.022], [-1.231, 5.878, -1.681], [-0.981, 5.925, 0.071], [-0.773, -3.292, -4.776], [-1.257, -3.717, -5.667], [-0.005, -2.588, -5.113], [-0.301, -4.119, -4.229], [-0.126, -4.050, -1.557], [0.262, -4.548, -0.653], [-0.790, -4.761, -2.075], [0.741, -3.831, -2.195], [-1.246, 4.536, 2.425], [-1.853, 3.626, 2.536], [-1.181, 5.007, 3.415], [-1.796, 5.229, 1.777], [0.648, 5.150, 1.573], [-0.147, -2.217, -0.459], [-0.526, 3.501, -1.781], [-2.328, -1.828, -4.569], [-2.235, -0.018, -0.849], [-3.278, -0.130, -2.757], [-3.757, -1.276, -1.967], [-0.535, -0.644, 2.765], [0.634, -1.311, 3.331], [0.395, -2.083, 4.535], [1.733, -1.483, 2.556], [1.675, -1.099, 1.268], [2.856, -2.019, 3.091], [3.188, -1.897, 4.506], [3.961, -2.405, 2.222], [-1.297, -0.568, 3.548], [-0.984, -1.237, 1.933], [-0.285, 0.404, 2.485], [0.824, -3.090, 4.463], [0.783, -1.575, 5.428], [-0.687, -2.185, 4.660], [2.556, -1.308, 0.803], [4.276, -1.918, 4.606], [2.822, -0.959, 4.943], [2.798, -2.744, 5.084], [3.603, -3.074, 1.431], [4.462, -1.538, 1.762], [4.687, -2.951, 2.830]],
  "forces_ev_per_angstrom": [[-1.6, 0.0, -1.6], [-1.5, -0.6, 0.2], [0.5, 0.5, -0.3], [-0.9, 0.0, 0.7], [-0.1, 0.2, -0.1], [-0.4, 0.0, 0.1], [0.0, 0.1, 0.3], [0.2, 0.7, -0.8], [-0.5, -0.3, -0.1], [0.0, -0.4, 0.2], [0.3, -0.4, -0.5], [0.0, -0.2, 0.5], [-0.6, 0.2, -0.2], [0.0, -0.1, 0.3], [0.0, -0.2, 0.1], [-0.1, 0.1, -0.2], [0.0, 0.1, -0.1], [0.1, 0.1, 0.0], [-0.2, 0.0, 0.1], [0.0, 0.2, -0.1], [0.0, -0.2, -0.2], [0.0, -0.3, 0.0], [-0.2, 0.0, -0.1], [0.0, -0.1, 0.2], [0.1, -0.1, -0.3], [0.1, 0.3, 0.1], [0.5, 0.0, -0.6], [-0.3, -0.2, 0.0], [0.1, 0.1, 0.3], [0.2, -0.1, -0.1], [-0.1, 0.3, -0.2], [-0.1, 0.4, 0.4], [-0.2, 0.0, 0.2], [0.0, 0.1, -0.2], [0.2, 0.2, 0.1], [0.1, -0.1, -0.2], [0.4, 0.5, -0.4], [0.0, 0.2, -0.2], [-0.2, 0.0, 0.0], [0.1, 0.0, 0.2], [0.1, -0.1, -0.3], [-0.1, -0.2, -0.2], [0.3, 0.1, 0.2], [-0.1, -0.2, 0.0], [-0.1, 0.3, -0.2], [0.5, -0.2, 0.1], [-0.2, 0.1, -0.4], [0.3, 0.4, 0.2], [-0.2, -0.1, 0.1], [-0.1, 0.1, 0.2], [0.1, 0.1, 0.0], [0.0, -0.1, -0.2], [0.2, -0.2, 0.1], [-0.1, -0.3, 0.2], [-0.2, -0.4, -0.4], [-0.1, 0.1, 0.2], [0.1, -0.1, 0.1], [0.7, -0.4, 0.0], [1.4, 1.2, -0.3], [1.4, -0.8, 1.7], [0.3, -0.2, 0.4], [-0.2, 0.4, -0.4], [-0.3, -0.3, 0.8], [0.5, 0.1, -0.6], [0.0, -0.5, 0.8], [-0.4, 0.2, -0.2], [0.1, -0.2, 0.7], [0.0, -0.1, -0.3], [0.2, 0.1, -0.3], [0.1, 0.3, 0.3], [-0.2, -0.3, 0.3], [-0.2, 0.3, 0.0], [-0.2, -0.3, -0.2], [0.2, -0.1, 0.0], [-0.2, 0.3, 0.1], [-0.2, 0.2, -0.1], [0.1, -0.2, -0.2], [0.2, 0.3, 0.0], [0.1, 0.1, 0.1], [-0.1, -0.2, 0.2], [-0.2, 0.1, -0.3]],
  "spin_multiplicity": 6,
  "de_lowest_kcal_mol": 0.0,
  "homo_ha": [-0.503, -0.506],
  "orbital_gap_ha": [0.29407, 0.33078],
  "lumo_energy_ev": [-5.69, -4.77],
  "charge": 2
}


[2]
{
  "formula": "C22H51O24S4",
  "method": "ωB97M-V/def2-TZVPD",
  "species": ["O", "C", "O", "O", "H", "O", "S", "O", "O", "C", "C", "C", "H", "H", "H", "H", "H", "H", "H", "H", "O", "S", "O", "O", "C", "C", "C", "H", "H", "H", "H", "H", "H", "H", "H", "O", "S", "O", "O", "C", "C", "C", "H", "H", "H", "H", "H", "H", "H", "H", "O", "S", "O", "O", "C", "C", "C", "H", "H", "H", "H", "H", "H", "H", "H", "C", "O", "C", "O", "O", "C", "H", "H", "H", "H", "H", "H", "C", "O", "C", "O", "O", "C", "H", "H", "H", "H", "H", "H", "C", "O", "C", "O", "O", "C", "H", "H", "H", "H", "H", "H"],
  "coordinates": [[1.620, 1.878, -2.592], [1.034, 0.864, -1.946], [1.666, 0.260, -1.069], [-0.113, 0.594, -2.271], [2.427, 1.871, -2.072], [3.673, 4.857, 3.997], [2.772, 3.839, 4.521], [2.901, 3.561, 5.959], [1.199, 4.234, 4.222], [0.848, 4.625, 2.954], [-0.610, 4.931, 3.005], [2.924, 2.294, 3.597], [1.035, 3.822, 2.242], [1.348, 5.573, 2.753], [-0.984, 5.240, 2.030], [-0.798, 5.742, 3.709], [-1.202, 4.045, 3.234], [3.719, 1.677, 4.017], [3.027, 2.650, 2.572], [1.941, 1.841, 3.726], [5.072, -4.282, 4.883], [4.075, -5.379, 4.929], [4.485, -6.793, 4.779], [3.220, -5.218, 6.352], [2.337, -6.260, 6.846], [1.763, -5.962, 8.258], [2.720, -5.058, 3.705], [3.066, -7.069, 6.891], [1.573, -6.535, 6.118], [1.063, -6.752, 8.528], [1.295, -4.981, 8.182], [2.522, -5.919, 9.040], [1.823, -5.629, 3.946], [3.164, -5.235, 2.726], [2.502, -3.997, 3.823], [-7.992, 1.423, 0.260], [-7.877, 2.788, -0.258], [-8.718, 3.245, -1.367], [-7.938, 3.877, 1.055], [-7.560, 3.394, 2.351], [-7.215, 4.616, 3.268], [-6.163, 3.127, -0.815], [-6.644, 2.807, 2.283], [-8.248, 2.699, 2.832], [-8.029, 5.332, 3.383], [-6.429, 5.239, 2.841], [-6.911, 4.445, 4.301], [-6.251, 4.177, -1.095], [-5.924, 2.538, -1.700], [-5.431, 2.822, -0.067], [6.686, 1.893, -1.697], [7.690, 1.055, -2.334], [8.591, 1.549, -3.373], [8.656, 0.403, -1.121], [8.038, -0.082, 0.025], [9.119, -0.545, 1.017], [6.876, -0.520, -2.992], [7.340, -0.917, -0.038], [7.579, 0.809, 0.452], [9.597, -1.457, 0.659], [8.751, -0.715, 2.029], [9.872, 0.228, 1.173], [6.762, -0.374, -4.067], [5.975, -0.735, -2.417], [7.626, -1.292, -2.822], [3.407, -0.947, -12.107], [2.298, -0.202, -11.493], [2.366, 0.185, -10.207], [3.305, -0.065, -9.398], [1.322, 1.013, -9.973], [0.916, 1.413, -8.713], [3.358, -0.797, -13.186], [3.295, -2.022, -11.965], [4.347, -0.616, -11.665], [0.204, 2.238, -8.725], [1.735, 1.814, -8.117], [0.505, 0.503, -8.275], [-8.807, -4.163, -7.407], [-7.441, -3.862, -7.458], [-6.855, -3.143, -6.525], [-7.359, -2.272, -5.820], [-5.562, -3.495, -6.544], [-4.660, -2.573, -5.869], [-9.024, -4.766, -6.525], [-9.034, -4.792, -8.268], [-9.458, -3.296, -7.294], [-4.401, -1.801, -6.594], [-3.732, -3.102, -5.652], [-4.983, -2.096, -4.944], [-2.142, 1.944, 7.207], [-1.943, 0.488, 7.342], [-2.136, -0.322, 6.370], [-2.124, -1.556, 6.546], [-2.375, 0.330, 5.213], [-2.373, -0.420, 3.974], [-1.849, 2.344, 8.178], [-3.189, 2.222, 7.089], [-1.554, 2.427, 6.426], [-3.181, -1.148, 4.045], [-1.384, -0.865, 3.865], [-2.429, 0.239, 3.108]],
  "forces_ev_per_angstrom": [[1.4, 1.4, -0.4], [-2.4, -2.1, 0.7], [2.0, 0.0, 1.2], [-1.9, 0.1, -1.1], [0.8, 0.6, -0.2], [-1.4, -1.1, 0.0], [1.2, 0.4, 2.1], [-1.0, 0.3, -2.4], [2.2, -1.4, 3.0], [-0.5, 1.0, -1.6], [-1.1, 0.0, -0.4], [-0.9, 1.2, 0.3], [0.3, 0.2, -0.3], [0.5, -0.3, -0.6], [0.2, 0.2, -0.1], [-0.1, -0.2, 0.1], [0.0, 0.0, 0.4], [0.0, 0.3, -0.3], [0.4, -0.6, -0.1], [0.2, -0.3, -0.1], [-2.5, -2.6, 0.4], [0.1, -0.5, 0.2], [-0.6, 2.7, 0.5], [0.6, 1.3, -1.1], [1.6, -1.2, 0.5], [0.6, 0.6, -1.4], [1.2, 0.6, 1.0], [-0.6, -0.7, 0.2], [-0.2, 0.4, 0.0], [-0.2, 0.2, -0.2], [-0.4, -0.1, 0.4], [0.2, 0.0, -0.3], [0.4, -0.3, -0.1], [-0.3, -0.2, 0.1], [0.0, 0.0, -0.1], [-0.1, 2.1, -0.5], [0.7, -0.6, -0.3], [0.9, -0.3, 2.5], [-0.6, -1.1, -1.6], [1.4, 0.3, 1.4], [-0.5, 0.6, -0.7], [-1.0, -0.4, 0.1], [0.2, 0.0, -0.3], [-0.6, 0.4, -0.4], [-0.5, -0.3, -0.3], [0.2, -0.3, -0.3], [0.0, -0.9, -0.2], [0.6, 0.0, 0.3], [-0.5, -0.1, 0.0], [-0.2, 0.6, 0.2], [1.4, -0.8, -0.8], [-0.4, -1.0, -0.1], [-1.2, -0.7, 2.0], [0.1, 0.4, -3.2], [0.0, 0.7, 2.9], [0.3, 0.3, -0.3], [1.2, 1.1, 0.7], [-0.3, 0.2, -0.9], [-0.7, -0.4, 0.3], [0.1, 0.0, 0.1], [-0.5, -0.2, -0.2], [0.1, 0.0, -0.4], [-0.3, 0.1, 0.2], [0.0, 0.3, -0.3], [0.0, 0.0, 0.0], [-0.4, 0.2, 0.8], [0.2, -0.3, -0.1], [2.8, 0.4, 2.4], [-3.4, 0.5, -2.8], [0.8, -0.7, -2.9], [0.5, -0.3, 1.9], [-0.1, 0.5, 0.2], [-0.2, 0.1, 0.4], [-0.1, 0.0, -0.2], [-0.2, -0.4, -0.7], [0.3, -0.4, 0.1], [-0.2, 0.5, 0.7], [-1.0, -0.3, 0.9], [0.3, -0.6, -0.7], [0.0, 1.8, 1.3], [0.6, -1.7, -1.2], [0.1, 0.8, 1.0], [0.7, 0.1, -0.5], [0.2, -0.2, 0.2], [0.0, 0.4, -0.1], [0.2, 0.2, -0.5], [-0.1, 0.1, 0.1], [-0.3, -0.3, -0.1], [-0.7, -0.4, -0.2], [0.1, -0.3, 0.6], [0.1, 2.7, 1.7], [-0.6, -3.8, -1.5], [0.1, 3.0, -1.0], [0.2, 0.2, -0.3], [0.6, -0.4, 0.6], [0.2, -0.2, -0.1], [-0.1, -0.5, -0.3], [0.1, -0.5, 0.0], [0.3, -0.1, -0.4], [-0.2, -0.5, 0.2], [-0.6, 0.4, 0.5]],
  "homo_ha": -0.158,
  "orbital_gap_ha": 0.21476,
  "lumo_energy_ev": 1.55,
  "charge": -1
}